(1)
{"formula": "C3H8N2O2", "method": "ωB97M-V/def2-TZVPD", "elements": ["N", "C", "O", "N", "C", "C", "O", "H", "H", "H", "H", "H", "H", "H", "H"], "positions_angstrom": [[-1.8729, -0.0684, 1.5304], [-1.2955, -0.3372, 0.2958], [-1.3797, -1.4285, -0.2358], [-0.5671, 0.7139, -0.2262], [0.4948, 0.4342, -1.1802], [1.7696, -0.0990, -0.5118], [1.5616, -1.1952, 0.3423], [-2.5301, -0.7838, 1.8056], [-2.1795, 0.8740, 1.7248], [-0.4300, 1.5166, 0.3710], [0.7316, 1.3631, -1.7124], [0.1070, -0.2880, -1.9011], [2.2772, 0.7248, 0.0199], [2.4517, -0.4538, -1.2910], [0.8611, -0.9726, 0.9686]], "forces_ev_per_a": [[-0.20, -0.03, -0.03], [-0.01, -0.10, -0.11], [-0.04, 0.38, 0.15], [0.02, -0.05, 0.15], [0.03, -0.09, -0.13], [0.16, 0.26, -0.24], [-0.06, 0.02, 0.17], [0.00, 0.10, -0.04], [0.08, -0.10, -0.03], [0.02, -0.15, 0.00], [-0.03, -0.18, 0.03], [0.04, 0.04, 0.12], [-0.11, -0.10, -0.03], [-0.05, 0.13, 0.06], [0.16, -0.14, -0.07]], "smiles": "NC(=O)NCCO", "e_above_lowest_kj_mol": 47.40, "charge": 0}

(2)
{"formula": "C5H6AlLiO4", "method": "ωB97M-V/def2-TZVPD", "elements": ["C", "C", "C", "C", "O", "O", "Al", "Li", "H", "H", "H", "H", "H", "H", "O", "O", "C"], "positions_angstrom": [[-0.9618, -0.9463, 0.4532], [-0.7020, -1.0118, -1.0633], [-0.1120, 0.2821, -1.5365], [1.2373, 0.3948, -1.6989], [1.9289, 1.4968, -1.6154], [0.1188, -0.3768, 1.1537], [1.7212, -1.0477, 1.6824], [1.2749, 1.5989, 0.2340], [-1.1279, -1.9645, 0.8469], [-1.8623, -0.3292, 0.6178], [-1.6543, -1.2690, -1.5573], [0.0071, -1.8341, -1.2569], [-0.7275, 1.1887, -1.4646], [1.8223, -0.5514, -1.7217], [0.8286, 1.5097, 2.2717], [-1.4388, 1.6625, 2.3308], [-0.3523, 1.1972, 2.3241]], "forces_ev_per_a": [[-0.84, -0.88, -0.60], [0.03, -0.03, -0.16], [0.10, -0.07, 0.24], [0.16, 0.58, 0.84], [-0.20, -0.27, 0.51], [-0.30, -0.30, 0.57], [-0.30, 0.00, -0.06], [-0.01, 0.01, -1.02], [-0.28, 0.33, -0.11], [0.34, -0.23, 0.19], [0.25, 0.00, 0.18], [-0.17, 0.19, -0.06], [0.19, -0.22, -0.16], [-0.17, 0.09, -0.32], [-0.67, -0.73, 1.25], [0.86, -2.81, 0.52], [1.01, 4.33, -1.81]], "charge": 0}

(3)
{"formula": "C6H16O2", "method": "ωB97M-V/def2-TZVPD", "elements": ["C", "C", "C", "C", "C", "C", "H", "H", "H", "H", "H", "H", "H", "H", "H", "H", "H", "H", "O", "H", "H", "O", "H", "H"], "positions_angstrom": [[1.1020, 0.3656, 2.0844], [0.2497, -0.7744, 1.4790], [-0.9575, -0.3663, 1.0136], [-1.8553, -1.4895, 0.3473], [-1.9437, -1.5291, -1.1092], [-0.4405, -1.7193, -1.7037], [0.6476, 1.0529, 2.8066], [1.3475, 1.1549, 1.2175], [2.0632, -0.0179, 2.4629], [0.7664, -1.6814, 1.4344], [-1.3604, 0.5381, 0.6398], [-1.2859, -2.4109, 0.7241], [-2.8382, -1.3748, 0.8062], [-2.6518, -2.2931, -1.6564], [-2.5267, -0.5600, -1.5360], [0.3657, -1.8555, -1.0246], [-0.0620, -0.9395, -2.4634], [-0.3151, -2.6715, -2.1675], [-1.8751, 3.7927, 2.7972], [-1.0917, 3.6496, 2.3101], [-1.5782, 4.1101, 3.6625], [4.4551, 1.8402, -3.8830], [5.1154, 2.3247, -4.3983], [4.6697, 0.8542, -3.8435]], "forces_ev_per_a": [[1.15, 1.36, -2.29], [-1.47, 5.59, 0.79], [0.36, -4.75, -2.32], [1.41, -0.82, 3.21], [-0.20, 1.25, -4.51], [-1.02, 1.33, -1.65], [-0.25, -0.80, 0.22], [-0.15, -1.81, 1.57], [-0.35, 0.36, -0.02], [-0.27, -1.72, -0.02], [0.38, 1.71, 0.98], [-1.50, 0.67, -0.48], [-0.10, -0.49, 0.15], [1.46, 0.78, 1.77], [1.88, -1.59, 0.97], [0.25, 0.75, 1.50], [-0.93, -1.03, 1.18], [-0.66, -0.79, -1.03], [-1.21, 0.36, 1.18], [1.36, -0.26, -0.88], [-0.14, -0.12, -0.31], [0.09, -1.65, 0.25], [-0.02, -0.68, 0.14], [-0.07, 2.33, -0.38]], "smiles": "C/C=C/CCC.O.O", "e_above_lowest_kj_mol": 292.99, "charge": 0}

(4)
{"formula": "C22H25N5O6", "method": "ωB97M-V/def2-TZVPD", "elements": ["C", "C", "C", "C", "C", "N", "N", "C", "C", "O", "O", "C", "C", "O", "C", "C", "N", "N", "C", "C", "O", "N", "C", "C", "O", "C", "C", "C", "C", "C", "C", "C", "O", "H", "H", "H", "H", "H", "H", "H", "H", "H", "H", "H", "H", "H", "H", "H", "H", "H", "H", "H", "H", "H", "H", "H", "H", "H"], "positions_angstrom": [[-5.1730, -3.3426, 1.7268], [-5.0645, -3.0347, 0.2367], [-3.6255, -3.1139, -0.2935], [-2.9577, -1.7533, -0.4891], [-2.7624, -1.0010, 0.8270], [-2.0932, 0.2719, 0.6251], [-0.8192, 0.3111, 0.9437], [-0.1204, 1.3979, 0.8122], [1.3066, 1.2021, 1.1927], [1.6675, 0.3921, 2.0119], [2.1368, 1.9572, 0.4735], [3.5292, 1.6800, 0.5789], [3.8448, 0.1886, 0.6193], [4.7101, -0.2162, 1.3837], [3.0223, -0.6725, -0.2085], [2.7753, -1.9745, 0.2365], [3.5395, -2.5363, 1.1758], [1.7487, -2.6920, -0.3002], [1.4305, -4.0143, 0.2022], [0.9217, -2.1816, -1.2982], [-0.0345, -2.8079, -1.7000], [1.2676, -0.9674, -1.8105], [0.4429, -0.4719, -2.8994], [2.3150, -0.1519, -1.3539], [2.5721, 0.8789, -1.9422], [-0.6951, 2.6252, 0.3231], [-0.0138, 3.8422, 0.1999], [-0.6689, 4.9589, -0.2677], [-2.0166, 4.9036, -0.6195], [-2.7087, 3.7217, -0.4934], [-2.0609, 2.5785, -0.0211], [-2.8260, 1.3405, 0.1245], [-4.0053, 1.2099, -0.1421], [-6.2070, -3.2602, 2.0548], [-4.8328, -4.3564, 1.9292], [-4.5723, -2.6578, 2.3195], [-5.4700, -2.0412, 0.0380], [-5.6880, -3.7507, -0.3026], [-3.6210, -3.6139, -1.2630], [-3.0179, -3.7180, 0.3833], [-1.9870, -1.9119, -0.9616], [-3.5705, -1.1418, -1.1536], [-3.7345, -0.7834, 1.2745], [-2.1442, -1.5782, 1.5156], [3.9375, 2.1302, 1.4905], [3.9766, 2.1353, -0.3075], [3.2031, -3.3171, 1.7121], [4.2146, -1.8892, 1.5960], [1.1184, -3.9662, 1.2471], [0.6009, -4.3902, -0.3953], [2.2878, -4.6791, 0.0922], [0.2977, -1.2622, -3.6338], [-0.5311, -0.1579, -2.5214], [0.9597, 0.3772, -3.3408], [1.0281, 3.8975, 0.4659], [-0.1317, 5.8910, -0.3615], [-2.5144, 5.7891, -0.9846], [-3.7550, 3.6433, -0.7469]], "forces_ev_per_a": [[-0.13, 0.06, -0.21], [0.12, -0.18, 0.11], [-0.11, 0.25, -0.17], [0.07, -0.10, 0.17], [-0.40, -0.40, -0.26], [-0.35, 0.39, -0.10], [1.11, 0.12, 0.18], [-0.50, -0.37, -0.08], [0.12, -0.51, 0.67], [-0.09, 0.43, -0.03], [-0.22, 0.22, -0.11], [0.52, 0.14, 0.28], [-0.17, 0.03, -0.31], [0.13, 0.20, 0.07], [0.19, -0.22, -0.04], [0.14, 0.52, -0.35], [-0.12, -0.09, 0.26], [0.11, -0.15, 0.17], [-0.16, -0.28, -0.02], [0.05, 0.11, 0.07], [-0.14, -0.15, -0.14], [-0.12, 0.15, -0.19], [-0.12, 0.09, -0.29], [0.28, -0.47, 0.10], [0.07, 0.16, -0.04], [-0.55, 0.08, -0.18], [0.06, 0.09, 0.00], [0.06, -0.06, 0.06], [-0.09, -0.08, -0.01], [-0.03, -0.06, 0.01], [0.40, 0.22, 0.02], [0.04, -0.01, 0.06], [-0.12, 0.04, -0.04], [-0.07, -0.01, 0.13], [0.05, -0.09, 0.07], [0.08, 0.06, 0.13], [-0.07, 0.05, -0.08], [-0.05, 0.07, -0.03], [0.06, -0.07, 0.02], [0.07, -0.13, 0.01], [-0.01, 0.10, 0.01], [0.01, 0.03, -0.02], [0.11, -0.05, 0.07], [-0.06, 0.10, 0.01], [-0.07, -0.13, -0.14], [-0.06, -0.07, 0.16], [-0.03, 0.00, -0.07], [-0.03, -0.15, -0.10], [0.01, -0.02, 0.00], [0.15, 0.01, 0.15], [0.00, 0.01, 0.03], [-0.03, 0.06, 0.03], [-0.01, -0.02, -0.03], [-0.09, -0.10, 0.05], [0.04, 0.04, -0.01], [0.06, 0.06, 0.00], [-0.05, 0.06, -0.03], [-0.08, 0.00, -0.02]], "smiles": "CCCCCn1nc(C(=O)OCC(=O)c2c(N)n(C)c(=O)n(C)c2=O)c2ccccc2c1=O", "e_above_lowest_kj_mol": 47.11, "charge": 0}

no.,E_tot (eV)
1,-10316.4611
2,-20274.3387
3,-10573.5045
4,-42957.3746